{
  "formula": "C3H6N2S",
  "method": "ωB97M-V with the def2-TZVPD basis set",
  "symbols": ["C", "C", "C", "H", "H", "H", "H", "H", "H", "N", "N", "S"],
  "coordinates": [[0.340, 0.122, 0.632], [-0.643, 1.199, 0.297], [-0.629, -1.081, 0.525], [1.547, -1.273, -1.366], [0.594, 0.151, 1.766], [-0.066, 2.078, -0.088], [-1.300, 1.607, 1.130], [-2.573, 0.786, -1.045], [-0.380, -2.148, 0.844], [-1.641, 0.436, -0.574], [-1.687, -0.853, -0.273], [1.941, 0.017, -0.252]],
  "atomic_forces_ev_per_a": [[-0.96, -1.80, 3.32], [-1.58, 1.43, -0.56], [-0.85, -1.87, -1.78], [0.78, 3.11, 2.62], [-0.02, 0.25, -1.93], [-1.09, -0.71, -0.57], [1.25, -0.77, -0.33], [2.96, -0.49, 1.66], [-0.44, 1.77, -0.48], [-1.94, 2.57, -2.35], [3.32, -0.54, 2.91], [-1.44, -2.96, -2.51]],
  "charge": 0,
  "e_above_lowest_ev": 3.816,
  "lumo_energy_ev": 0.175,
  "energy_ha": -625.4818
}

***

{
  "formula": "C19H19N3O5S",
  "method": "ωB97M-V with the def2-TZVPD basis set",
  "symbols": ["O", "O", "O", "N", "O", "O", "C", "C", "C", "C", "C", "C", "C", "C", "C", "C", "C", "C", "C", "C", "C", "C", "N", "N", "C", "C", "C", "S", "H", "H", "H", "H", "H", "H", "H", "H", "H", "H", "H", "H", "H", "H", "H", "H", "H", "H", "H"],
  "coordinates": [[1.005, -1.625, -0.632], [-1.998, -5.663, -1.181], [-1.184, -5.627, -3.471], [-0.040, 0.390, 1.383], [-3.202, -1.168, -0.569], [4.073, 4.225, 4.519], [-0.234, -1.518, -0.345], [-2.657, -2.147, -1.303], [-1.247, -2.341, -1.235], [1.096, 1.004, 1.094], [-5.550, -2.767, -3.725], [-5.257, -4.041, -4.252], [2.227, 2.772, 4.208], [3.793, 3.291, 2.342], [-4.760, -2.228, -2.702], [1.430, 2.019, 3.315], [2.941, 2.600, 1.500], [-4.124, -4.687, -3.886], [3.374, 3.497, 3.657], [-3.527, -2.838, -2.275], [1.857, 1.871, 2.039], [-3.239, -4.089, -2.911], [-0.680, -0.505, 0.579], [-0.819, -3.320, -2.122], [-0.317, -2.747, -3.356], [4.589, 6.482, 3.623], [5.128, 5.104, 4.065], [-1.701, -4.796, -2.339], [-4.177, -1.220, -0.557], [1.553, 0.896, 0.110], [-6.490, -2.301, -4.018], [-5.900, -4.544, -4.924], [2.018, 2.945, 5.311], [4.579, 3.815, 1.836], [-5.037, -1.217, -2.336], [0.642, 1.394, 3.596], [3.101, 2.601, 0.462], [-3.885, -5.703, -4.169], [-1.688, -0.400, 0.627], [-1.088, -2.791, -4.103], [0.509, -3.415, -3.598], [0.093, -1.775, -3.200], [4.096, 6.521, 2.647], [5.296, 7.282, 3.593], [3.896, 6.757, 4.483], [5.726, 5.349, 4.970], [5.778, 4.661, 3.252]],
  "atomic_forces_ev_per_a": [[-3.97, -0.04, 1.14], [0.88, 2.97, -0.98], [-0.24, 2.95, 1.96], [2.76, 1.69, 0.79], [-1.03, 0.40, 0.59], [1.07, 1.17, 0.73], [3.56, 1.51, -1.29], [3.39, -0.17, -0.01], [-4.50, 0.97, 2.01], [-1.88, -1.52, -0.32], [0.13, -0.68, 0.96], [0.03, 1.12, 0.42], [0.59, 1.34, -0.42], [-1.54, 0.50, -0.68], [0.45, 0.50, -0.45], [2.46, 0.96, 2.32], [-0.73, -1.07, 1.95], [2.44, 0.08, 2.45], [-1.12, -2.00, 0.32], [-1.47, -0.85, -1.66], [-0.55, 0.09, -3.17], [-0.64, 1.28, 0.36], [-0.85, -2.14, -2.68], [0.45, -1.75, 0.68], [1.19, -2.03, -0.44], [-1.73, -0.49, 1.29], [0.79, 0.80, -0.49], [-0.41, -3.73, -1.32], [0.64, -0.08, 0.02], [0.02, -0.31, 0.01], [0.36, 0.18, 0.08], [-0.74, -0.13, -0.67], [0.13, -0.39, -1.67], [0.45, 0.30, 0.37], [0.19, -0.80, -0.18], [-1.29, -0.52, 0.83], [0.39, -0.29, -1.18], [0.04, 0.09, -0.39], [0.33, -0.24, 0.30], [-0.23, 0.36, -0.66], [0.06, 0.29, -0.83], [-0.03, 0.64, 0.32], [-0.30, -0.35, 0.31], [1.06, 0.15, 0.12], [0.37, -0.09, -1.39], [-0.26, -0.79, -0.62], [-0.69, 0.12, 1.20]],
  "smiles": "CCOc1ccc(/C=N/NC(=O)C2=C(O)c3ccccc3S(=O)(=O)N2C)cc1",
  "charge": 0,
  "e_above_lowest_ev": 7.088,
  "lumo_energy_ev": -0.779,
  "energy_ha": -1673.9053
}